The following is a DFT calculation (ωB97M-V with the def2-TZVPD basis set) of 2 unconnected molecules or ions with the total composition C4H8O2.

SMILES: C/C=C/O.C=O
HOMO, eV: -8.52
Energy relative to the best compared isomer or geometry (same formula, charge and spin), kcal/mol: 60.8
HOMO-LUMO gap, eV: 9.252

Geometry as ORCA input:
```
! RIJCOSX wB97M-V def2-TZVPD def2/J DEFGRID3
* xyz 0 1
C -2.19 1.02 -0.89
C -0.92 0.31 -0.54
C 0.14 0.51 -1.37
O 1.41 0.00 -1.04
H -2.63 1.59 -0.03
H -2.07 1.67 -1.78
H -3.01 0.29 -1.22
H -0.90 -0.31 0.35
H 0.09 1.05 -2.34
H 2.02 0.51 -1.63
O 0.32 -0.60 2.24
C 1.20 -1.30 1.77
H 1.02 -1.93 0.92
H 2.20 -1.32 2.25
*
```

---

The following is a DFT calculation (ωB97M-V with the def2-TZVPD basis set) of C4H8O2 in the gas phase.

SMILES: OC[C@H]1C[C@H]1O
HOMO, eV: -9.67
Energy relative to the best compared isomer or geometry (same formula, charge and spin), kcal/mol: 47.6
HOMO-LUMO gap, eV: 10.439

Geometry as ORCA input:
```
! RIJCOSX wB97M-V def2-TZVPD def2/J DEFGRID3
* xyz 0 1
O 1.34 -1.25 -1.05
C 1.45 0.09 -0.63
C 0.40 0.59 0.38
C -1.00 0.94 -0.05
C -0.76 -0.22 0.88
O -0.94 -1.52 0.39
H 0.48 -1.60 -0.77
H 1.41 0.75 -1.51
H 2.44 0.22 -0.18
H 0.83 1.24 1.13
H -1.27 0.69 -1.07
H -1.47 1.84 0.33
H -1.03 -0.11 1.93
H -1.88 -1.65 0.22
*
```

---

The following is a DFT calculation (ωB97M-V with the def2-TZVPD basis set) of 2 unconnected molecules or ions with the total composition C4H8O2.

HOMO (spin up / spin down), eV: -9.12 / -9.12
Energy relative to the best compared isomer or geometry (same formula, charge and spin), kcal/mol: 155.2
HOMO-LUMO gap (spin up / spin down), eV: 8.693 / 8.694

Geometry as ORCA input:
```
! RIJCOSX wB97M-V def2-TZVPD def2/J DEFGRID3
* xyz 0 1
O 2.02 0.87 0.16
C 1.78 -0.37 -0.16
C 0.49 -0.87 0.32
C -0.60 0.75 -0.52
C -1.91 0.32 0.07
O -1.60 1.67 -0.05
H 0.43 1.07 -0.07
H 2.02 -0.73 -1.19
H 2.24 -1.18 0.53
H 0.04 -1.79 -0.05
H 0.28 -0.62 1.36
H -0.54 0.67 -1.61
H -1.97 -0.07 1.09
H -2.67 -0.06 -0.62
*
```

---

The following is a DFT calculation (ωB97M-V with the def2-TZVPD basis set) of C4H8O2 in the gas phase.

SMILES: C[C@@H](O)[C@H]1CO1
HOMO, eV: -10.32
Energy relative to the best compared isomer or geometry (same formula, charge and spin), kcal/mol: 64.8
HOMO-LUMO gap, eV: 11.381

Geometry as ORCA input:
```
! RIJCOSX wB97M-V def2-TZVPD def2/J DEFGRID3
* xyz 0 1
C 1.60 -0.60 0.75
C 0.44 0.41 0.49
O 0.96 1.60 -0.07
C -0.56 -0.22 -0.49
C -2.09 -0.24 -0.50
O -1.56 0.75 -1.28
H 1.85 -1.25 -0.10
H 2.48 0.00 0.96
H 1.40 -1.26 1.61
H 0.03 0.68 1.48
H 0.61 1.69 -0.97
H 0.06 -0.65 -1.28
H -2.59 0.13 0.41
H -2.65 -1.04 -1.00
*
```

---

The following is a DFT calculation (ωB97M-V with the def2-TZVPD basis set) of 2 unconnected molecules or ions with the total composition C4H8O2.

SMILES: C=CO.C=CO
HOMO, eV: -8.19
Energy relative to the best compared isomer or geometry (same formula, charge and spin), kcal/mol: 107.8
HOMO-LUMO gap, eV: 8.519

Geometry as ORCA input:
```
! RIJCOSX wB97M-V def2-TZVPD def2/J DEFGRID3
* xyz 0 1
C -1.24 -2.84 1.25
C -1.46 -1.51 1.30
O -2.42 -0.91 0.55
H -1.12 -3.52 2.08
H -1.23 -3.35 0.26
H -0.63 -0.85 1.54
H -2.50 0.03 0.79
C 1.53 1.72 -2.23
C 2.08 1.98 -1.04
O 1.68 1.40 0.11
H 1.96 2.08 -3.15
H 0.61 1.13 -2.27
H 3.09 2.39 -1.01
H 0.77 1.44 0.43
*
```

---

The following is a DFT calculation (ωB97M-V with the def2-TZVPD basis set) of 2 unconnected molecules or ions with the total composition C4H8O2.

SMILES: C=CO.CC=O
HOMO, eV: -8.75
Energy relative to the best compared isomer or geometry (same formula, charge and spin), kcal/mol: 41.6
HOMO-LUMO gap, eV: 9.560

Geometry as ORCA input:
```
! RIJCOSX wB97M-V def2-TZVPD def2/J DEFGRID3
* xyz 0 1
C -1.60 0.62 2.15
C -0.63 -0.16 1.70
O -0.89 -1.36 1.11
C 0.56 -0.47 -1.25
C 1.29 0.51 -2.11
O 1.14 -1.35 -0.63
H -2.63 0.31 2.00
H -1.40 1.53 2.70
H 0.99 1.53 -1.83
H 0.43 0.11 1.79
H -0.09 -1.67 0.66
H -0.54 -0.37 -1.18
H 2.36 0.38 -1.98
H 1.01 0.37 -3.16
*
```

---

The following is a DFT calculation (ωB97M-V with the def2-TZVPD basis set) of a molecular structure, C4H8O2.

HOMO, eV: -10.17
Energy relative to the best compared isomer or geometry (same formula, charge and spin), kcal/mol: 71.3
HOMO-LUMO gap, eV: 10.777

Geometry as ORCA input:
```
! RIJCOSX wB97M-V def2-TZVPD def2/J DEFGRID3
* xyz 0 1
C 1.24 1.84 0.69
C 0.19 1.15 -0.14
O 0.20 -0.25 0.18
C -0.60 -1.01 -0.60
O -1.02 -0.76 -1.71
C -0.81 -2.38 -0.15
H 1.05 1.71 1.76
H 2.23 1.43 0.46
H 1.26 2.91 0.48
H -0.80 1.55 0.08
H 0.38 1.27 -1.21
H -0.74 -2.84 0.81
H -0.81 -3.15 -0.95
H -1.76 -1.47 0.30
*
```

---

The following is a DFT calculation (ωB97M-V with the def2-TZVPD basis set) of C4H8O2 in the gas phase.

SMILES: C[C@]1(CO)CO1
HOMO, eV: -10.15
Energy relative to the best compared isomer or geometry (same formula, charge and spin), kcal/mol: 68.1
HOMO-LUMO gap, eV: 11.076

Geometry as ORCA input:
```
! RIJCOSX wB97M-V def2-TZVPD def2/J DEFGRID3
* xyz 0 1
C 1.10 1.17 -0.35
C 0.18 0.05 0.02
C -1.19 0.20 0.57
C 0.76 -1.31 0.25
H 2.06 0.85 -0.73
H 0.63 1.79 -1.16
H 1.23 1.81 0.46
H -1.50 -0.54 1.36
H -1.31 1.22 1.10
H -1.89 -0.89 -1.01
H 0.21 -1.96 0.92
H 1.83 -1.47 0.06
O -2.12 0.11 -0.59
O 0.01 -1.04 -0.90
*
```